75
Properties=species:S:1:pos:R:3 method="wB97M-V/def2-TZVPD" s_squared=2.021 energy_ev=-218061.8401 total_charge=+1 spin_multiplicity=3
O 0.762 0.870 -0.707
C 1.723 3.137 2.234
H -3.256 -1.281 1.435
C 2.693 4.275 -2.096
C -3.969 -0.987 0.675
H 2.532 3.218 -2.327
N 1.817 -1.062 -1.440
H -4.178 -0.410 -2.653
C -6.222 -0.385 0.055
S 2.709 4.163 1.259
H 2.923 3.093 3.890
C -4.492 -0.509 -1.621
C -2.346 1.894 0.315
H -2.242 1.989 -0.754
C -4.124 3.620 0.545
C -5.818 -0.278 -1.269
H 3.651 4.361 -1.577
C 5.426 1.766 -1.133
H 2.625 -1.567 -1.767
H 2.535 0.670 1.144
H 1.429 2.312 4.056
V -0.215 -0.157 0.336
H 3.279 1.181 -3.384
H -3.972 4.560 1.068
O 4.162 1.378 -3.062
C 0.330 -3.197 1.114
H -0.468 -4.315 -1.392
C -2.094 1.266 2.374
N 2.157 2.627 3.438
C 4.220 1.353 -1.695
H -3.943 3.771 -0.516
C -0.051 -6.366 -1.886
C -3.560 -0.867 -0.651
C -0.233 -4.377 1.313
H -3.628 2.652 3.168
C -3.042 2.223 2.371
H -0.806 -4.541 2.222
H 1.842 -3.498 -0.464
N 0.577 2.829 1.704
N 1.156 -1.545 -0.360
N -3.188 2.615 1.048
C -0.212 -5.299 -1.011
H 4.663 1.364 2.147
H -7.258 -0.217 0.326
C 3.353 0.959 0.502
C 1.854 0.430 -1.457
C 0.208 -7.639 -1.393
C 5.589 1.766 0.239
H 6.222 2.080 -1.802
C 4.546 1.361 1.070
Br -0.107 -1.762 2.337
H -0.140 -6.204 -2.953
C 3.169 0.942 -0.882
C 1.206 -2.763 0.018
H 1.728 0.735 -2.491
H 0.155 -6.958 1.926
Se -1.748 -1.181 -1.209
C 1.421 4.131 0.083
H 1.679 5.890 -1.076
H -1.695 0.727 3.218
C 1.539 4.821 -1.245
C 0.102 -6.792 0.855
C 0.271 -7.853 -0.020
H 0.347 -8.469 -2.076
H 6.533 2.090 0.663
H -5.594 -0.818 2.066
N -1.658 1.050 1.071
H 0.589 4.680 -1.757
H -5.147 3.284 0.688
N 0.407 3.441 0.466
H 2.768 4.825 -3.036
C -5.291 -0.736 1.027
H -6.537 -0.011 -2.035
C -0.110 -5.503 0.364
H 0.448 -8.849 0.368

70
Properties=species:S:1:pos:R:3 method="wB97M-V/def2-TZVPD" s_squared=3.770 energy_ev=-77395.7984 total_charge=+2 spin_multiplicity=4
C -3.441 -1.251 2.396
N -3.410 -6.609 0.496
H -3.908 -0.350 2.003
C 1.407 -1.284 2.038
C 1.266 5.714 -2.142
S -1.546 -4.778 0.987
H 0.273 0.523 -1.200
C -0.511 3.557 -2.348
H -5.001 -2.843 2.059
H -4.651 -4.757 -0.711
C -0.855 2.731 1.977
C 1.223 -1.346 0.642
N -4.029 -4.433 0.046
H -3.233 -4.515 3.239
H -0.193 6.837 -3.289
H -1.797 4.926 -3.415
C 5.634 1.157 -2.955
Cl -0.925 -1.681 -1.821
C -3.058 -3.469 3.011
H 6.221 1.259 -0.877
C 3.743 -1.843 1.775
H 3.898 1.152 -0.017
H 2.759 -1.508 3.687
H 2.203 -1.662 -1.263
C 3.242 1.285 -3.384
C 4.073 1.204 -1.098
C 2.325 -1.648 -0.177
C -2.106 3.171 1.530
H 6.661 1.087 -3.318
C 4.558 1.175 -3.849
H -4.311 -6.942 0.171
C 1.584 4.481 -1.558
H -3.199 -3.022 -1.149
C -2.169 -1.327 3.054
H 2.522 4.379 -1.011
H 0.582 -1.012 2.699
H -1.207 2.725 -2.444
H -4.385 -2.486 -0.215
C -2.344 1.198 0.146
H 1.699 1.903 0.142
C 0.053 5.874 -2.820
C -3.980 -2.587 2.331
C -2.848 2.409 0.619
H -2.773 -7.267 0.924
Si -0.511 -0.951 0.076
C 3.577 -1.873 0.385
N -3.554 -3.088 -0.182
C -0.370 1.495 1.553
C 0.735 3.370 -1.727
H -1.050 -3.061 3.950
H 4.444 -2.068 -0.258
C 2.653 -1.544 2.606
H 0.587 1.129 1.938
H -3.829 2.751 0.281
H -2.514 4.107 1.914
Tc -2.139 -2.549 1.282
C -3.085 -5.312 0.462
H 1.982 6.542 -2.085
H 4.749 1.106 -4.925
C 5.386 1.220 -1.577
H 4.716 -2.050 2.221
H -0.255 3.333 2.664
C 2.991 1.291 -1.997
C -0.841 4.801 -2.896
H -1.522 -0.483 3.284
C -1.923 -2.686 3.413
H -2.910 0.600 -0.572
H 2.418 1.383 -4.097
Si 1.331 1.687 -1.252
C -1.108 0.727 0.629

Across the entries above, energy relative to the best compared isomer or geometry (same formula, charge and spin) takes the values 42.5 0.0 kcal per mole, respectively.